--- w ---
Computed, not measured: a 2-piece molecular cluster, C2H4NO2S overall, with wB97M-V/def2-TZVPD.

Computed properties:
molar mass	106.126	g/mol
charge	+1
HOMO	-17.0	eV

Cartesian coordinates (Å):
C -0.341 -2.394 0.960
C 0.137 1.362 -0.199
N 0.124 -1.465 0.540
O -0.704 2.707 2.047
O 1.580 3.076 1.176
S 0.310 2.491 1.096
H -0.435 -3.448 1.135
H -0.417 0.411 0.086
H -0.462 1.583 -1.123
H 1.182 1.400 -0.562

Here are the Mulliken charges for atoms 1 to 2, given in e: number 1, C, carries -0.0699; number 2, C, carries -0.4830

--- x ---
Computed, not measured: a 2-piece molecular cluster, C2H4NO2S overall, with wB97M-V/def2-TZVPD.

Computed properties:
molar mass	106.126	g/mol
charge	+1
HOMO	-17.0	eV

Cartesian coordinates (Å):
C 1.347 2.214 -0.651
C -0.948 -0.940 0.590
N 0.693 1.368 -0.273
O -3.614 -0.387 1.033
O -2.466 0.584 -0.999
S -2.519 -0.221 0.148
H 2.211 2.779 -0.855
H -0.516 -1.352 -0.269
H -0.195 -0.094 0.926
H -1.186 -1.703 1.311

Here are the Mulliken charges for atoms 1 to 2, given in e: number 1, C, carries -0.1355; number 2, C, carries -0.6198

Result of the stability comparison: w is the least stable of them.

--- w ---
Computed, not measured: a 2-piece molecular cluster, C3H10NO overall, with wB97M-V/def2-TZVPD.

Computed properties:
molar mass	76.119	g/mol
charge	+1
HOMO	-15.9	eV

Cartesian coordinates (Å):
O 3.142 -0.247 -0.581
C 1.918 -0.685 -0.115
C 1.159 0.723 0.047
N 0.022 0.528 0.773
C -3.294 0.001 -0.121
H 3.750 -0.958 -0.827
H 1.894 -1.237 0.825
H 1.393 -1.239 -0.894
H 1.883 1.414 0.524
H 0.930 1.153 -0.930
H 0.305 0.463 1.775
H -3.482 1.074 -0.083
H -3.834 -0.522 0.662
H -3.571 -0.431 -1.077
H -2.214 -0.036 0.022

Here are the Mulliken charges for atoms 1 to 2, given in e: number 1, O, carries -0.4414; number 2, C, carries -0.2997

--- x ---
Computed, not measured: a 2-piece molecular cluster, C3H10NO overall, with wB97M-V/def2-TZVPD.

Computed properties:
molar mass	76.119	g/mol
charge	+1
HOMO	-13.9	eV

Cartesian coordinates (Å):
C 1.359 -0.809 -1.242
N 0.433 0.401 -1.251
H 1.254 -1.352 -2.174
H 1.127 -1.435 -0.398
H 2.351 -0.364 -1.219
H 0.719 1.031 -1.993
H -0.542 0.136 -1.401
H 0.474 0.796 -0.304
C -0.167 0.489 1.926
C -1.164 -0.128 1.317
O -1.911 0.412 0.297
H 0.089 1.504 1.624
H 0.363 0.118 2.788
H -1.533 -1.105 1.611
H -2.851 0.304 0.418

Here are the Mulliken charges for atoms 1 to 2, given in e: number 1, C, carries -0.7461; number 2, N, carries -0.1722

Result of the stability comparison: w is the least stable of them.

--- w ---
Computed, not measured: a 2-piece molecular cluster, C3H10NO overall, with wB97M-V/def2-TZVPD.

Computed properties:
molar mass	76.119	g/mol
charge	+1
HOMO	-14.9	eV

Cartesian coordinates (Å):
C 2.145 -1.233 -1.001
O 0.911 -1.630 -0.426
H 2.875 -2.037 -1.041
H 1.956 -0.792 -2.019
H 2.597 -0.402 -0.449
H 0.389 -2.192 -1.001
C -1.556 1.081 0.179
C -2.509 1.135 1.070
N -0.122 0.691 0.655
H -1.565 1.462 -0.833
H -3.412 1.714 0.931
H -2.512 0.457 1.940
H 0.078 -0.280 0.924
H 0.360 0.726 -0.246
H 0.368 1.299 1.317

Here are the Mulliken charges for atoms 1 to 2, given in e: number 1, C, carries -0.6100; number 2, O, carries -0.5140

--- x ---
Computed, not measured: a 3-piece molecular cluster, C3H10NO overall, with wB97M-V/def2-TZVPD.

Computed properties:
molar mass	76.119	g/mol
charge	+1
HOMO	-14.3	eV

Cartesian coordinates (Å):
C -0.008 -2.256 0.834
C -0.420 -1.132 0.042
C 0.131 0.180 0.221
N 0.010 1.285 -0.388
H 0.574 -1.963 1.706
H -0.920 -2.739 1.217
H 0.539 -2.943 0.175
H -1.169 -1.256 -0.746
H 0.943 0.165 0.951
H -0.770 1.363 -1.050
H -0.195 0.374 -3.164
H -0.437 -0.103 -3.672
H 0.467 2.393 0.746
H 0.797 3.763 1.532
O 0.458 2.869 1.596

Here are the Mulliken charges for atoms 1 to 2, given in e: number 1, C, carries -1.0254; number 2, C, carries 0.3543

Result of the stability comparison: x is the least stable of them.

--- w ---
Computed, not measured: an isolated ion of composition C3H10NO and charge +1, with wB97M-V/def2-TZVPD.

Computed properties:
molar mass	76.119	g/mol
charge	+1
HOMO	-14.7	eV
SMILES	[NH3+]CCCO

Cartesian coordinates (Å):
N -0.885 1.101 -0.955
C 0.547 0.628 -0.804
C 0.926 0.073 0.583
C 0.289 -1.318 0.881
O -0.970 -1.356 0.403
H -1.498 0.704 -1.654
H -0.698 2.202 -1.118
H -1.487 0.914 -0.189
H 0.725 -0.258 -1.585
H 1.196 1.523 -1.173
H 2.008 0.073 0.689
H 0.557 0.752 1.415
H 0.705 -2.208 0.535
H 0.384 -1.366 2.017
H -1.801 -1.464 0.956

Here are the Mulliken charges for atoms 1 to 2, given in e: number 1, N, carries -0.2978; number 2, C, carries -0.6063

--- x ---
Computed, not measured: a 2-piece molecular cluster, C3H10NO overall, with wB97M-V/def2-TZVPD.

Computed properties:
molar mass	76.119	g/mol
charge	+1
HOMO (alpha / beta)	-13.9 / -13.9	eV

Cartesian coordinates (Å):
C 0.581 1.201 0.463
C 1.002 -1.279 0.278
C -1.021 -0.117 -0.543
N 0.415 -0.037 -0.287
O -1.708 0.046 0.578
H 1.569 1.454 0.717
H 0.181 1.870 -0.270
H -0.204 1.171 1.271
H 0.625 -1.439 1.281
H 0.477 -2.120 -0.202
H 2.048 -1.426 0.169
H -1.087 1.567 -1.574
H -1.158 -0.773 -1.394
H 0.928 0.182 -1.117
H -2.647 -0.298 0.628

Here are the Mulliken charges for atoms 1 to 2, given in e: number 1, C, carries -0.7931; number 2, C, carries -0.8321

Result of the stability comparison: x is the least stable of them.

--- w ---
Computed, not measured: a 2-piece molecular cluster, C3H10NO overall, with wB97M-V/def2-TZVPD.

Computed properties:
molar mass	76.119	g/mol
charge	+1
HOMO	-14.6	eV

Cartesian coordinates (Å):
C -1.933 -1.278 -0.401
C -0.448 -1.068 -0.480
C 0.276 -0.490 0.457
N 1.726 -0.238 0.223
H -2.435 -0.327 -0.439
H -2.321 -1.928 -1.168
H -2.252 -1.677 0.565
H -0.005 -1.455 -1.393
H -0.051 -0.227 1.446
H 2.127 0.285 1.007
H 2.273 -1.086 0.092
H 1.818 0.334 -0.619
H -0.636 2.439 -0.328
H 0.528 3.242 0.293
O 0.188 2.346 0.176

Here are the Mulliken charges for atoms 1 to 2, given in e: number 1, C, carries -1.1182; number 2, C, carries -0.0635

--- x ---
Computed, not measured: a 2-piece molecular cluster, C3H10NO overall, with wB97M-V/def2-TZVPD.

Computed properties:
molar mass	76.119	g/mol
charge	+1
HOMO	-16.4	eV

Cartesian coordinates (Å):
C -1.469 -1.609 -0.127
C -0.245 -1.112 0.599
C 1.611 -0.309 -0.730
N 0.462 -0.059 -0.212
H -2.031 -0.705 -0.564
H -1.025 -2.123 -0.998
H -2.133 -2.160 0.536
H -0.535 -0.630 1.569
H 0.476 -1.969 0.810
H 2.153 0.539 -1.079
H 2.195 -1.266 -0.498
H 0.123 0.866 -0.025
H -0.887 2.805 -0.193
H 0.238 3.299 0.706
O -0.149 2.492 0.347

Here are the Mulliken charges for atoms 1 to 2, given in e: number 1, C, carries -1.0118; number 2, C, carries -0.3916

Result of the stability comparison: x is the least stable of them.

--- w ---
Computed, not measured: a 2-piece molecular cluster, C3H10NO overall, with wB97M-V/def2-TZVPD.

Computed properties:
molar mass	76.119	g/mol
charge	+1
HOMO	-12.0	eV

Cartesian coordinates (Å):
C 0.600 0.580 -0.721
O -0.485 0.515 0.276
C 1.869 0.322 -0.058
C 2.171 -0.971 0.532
N -3.636 0.212 0.139
H 0.506 1.514 -1.270
H 0.335 -0.282 -1.361
H -0.114 1.036 1.003
H 2.740 0.868 -0.436
H 2.527 -1.637 -0.272
H 2.977 -0.861 1.266
H 1.344 -1.452 1.059
H -4.287 -0.522 0.372
H -3.886 0.701 -0.704
H -2.662 -0.023 0.175

Here are the Mulliken charges for atoms 1 to 2, given in e: number 1, C, carries -0.2404; number 2, O, carries -0.4227

--- x ---
Computed, not measured: a 2-piece molecular cluster, C3H10NO overall, with wB97M-V/def2-TZVPD.

Computed properties:
molar mass	76.119	g/mol
charge	+1
HOMO	-15.1	eV

Cartesian coordinates (Å):
C -1.070 -0.696 2.208
O -1.058 0.300 1.169
H -0.816 -1.651 1.757
H -2.085 -0.877 2.559
H -0.392 -0.468 3.023
H -1.067 1.169 1.586
C -0.245 0.313 -1.894
C 1.950 -0.033 -0.919
N 0.695 0.084 -0.797
H -0.967 -0.499 -1.896
H -0.682 1.301 -1.773
H 0.281 0.287 -2.849
H 2.451 -0.206 -1.866
H 2.527 -0.167 -0.010
H 0.244 -0.114 0.129

Here are the Mulliken charges for atoms 1 to 2, given in e: number 1, C, carries -0.6090; number 2, O, carries -0.5754

Result of the stability comparison: w is the least stable of them.